No. 1
{
  "formula": "C2H6P2S",
  "method": "the ωB97M-V functional and the def2-TZVPD basis",
  "gap_ev": [7.82, 6.17],
  "relative_energy_kj_mol": 145.24,
  "energy_ev": -31579.669,
  "charge": 0,
  "e_lumo_ha": [-0.0006, -0.0899],
  "multiplicity": 3,
  "s_squared": 2.06,
  "elements": ["C", "C", "P", "P", "S", "H", "H", "H", "H", "H", "H"],
  "coordinates": [[-0.2987, 0.5282, -1.9294], [-1.0946, -0.4640, 1.4670], [1.0394, -0.4579, -1.5487], [2.0600, 0.7227, -0.1978], [0.5755, -1.1194, 1.8221], [-1.2006, 0.1265, -2.4449], [-0.4061, 1.5596, -1.4999], [-1.4769, -1.0085, 0.6931], [-1.1084, 0.6120, 1.3802], [-1.5481, -0.8122, 2.5178], [3.4585, 0.3128, -0.2594]],
  "lowdin_charge": [-0.4702, -0.5297, 0.3879, 0.3340, 0.4319, -0.0024, -0.0037, -0.0380, 0.0113, 0.0674, -0.1885]
}


No. 2
{
  "formula": "C35H87NO24P4",
  "method": "the ωB97M-V functional and the def2-TZVPD basis",
  "gap_ev": 8.17,
  "energy_ev": -125496.387,
  "charge": 0,
  "e_lumo_ha": -0.0013,
  "elements": ["C", "C", "C", "C", "N", "C", "C", "C", "C", "C", "H", "H", "H", "H", "H", "H", "H", "H", "H", "H", "H", "H", "H", "H", "H", "H", "H", "H", "H", "H", "C", "C", "O", "O", "H", "H", "H", "C", "O", "P", "O", "O", "C", "O", "C", "H", "H", "H", "H", "H", "H", "H", "H", "H", "C", "O", "P", "O", "O", "C", "O", "C", "H", "H", "H", "H", "H", "H", "H", "H", "H", "C", "O", "P", "O", "O", "C", "O", "C", "H", "H", "H", "H", "H", "H", "H", "H", "H", "C", "O", "P", "O", "O", "C", "O", "C", "H", "H", "H", "H", "H", "H", "H", "H", "H", "C", "O", "C", "C", "O", "C", "C", "O", "C", "H", "H", "H", "H", "H", "H", "H", "H", "H", "H", "H", "H", "H", "H", "C", "O", "C", "C", "O", "C", "C", "O", "C", "H", "H", "H", "H", "H", "H", "H", "H", "H", "H", "H", "H", "H", "H"],
  "coordinates": [[0.6615, 4.0153, -3.3468], [-0.1035, 5.2824, -3.0141], [-1.2582, 4.9902, -2.0186], [-2.0578, 3.7997, -2.4624], [-3.2793, 3.5084, -1.6260], [-4.0077, 2.2779, -2.1273], [-4.2652, 1.3772, -0.9171], [-3.8163, 2.1691, 0.3034], [-2.8076, 3.1456, -0.2282], [-4.1897, 4.6668, -1.5436], [0.0860, 3.4107, -4.0549], [0.8940, 3.4108, -2.4684], [1.6235, 4.1617, -3.8464], [-0.5773, 5.7337, -3.8939], [0.5346, 6.0635, -2.5953], [-1.8287, 5.9228, -1.9758], [-0.8903, 4.8142, -1.0031], [-1.5107, 2.8600, -2.4794], [-2.5051, 3.9403, -3.4572], [-4.8717, 2.6263, -2.6822], [-3.3135, 1.7730, -2.7949], [-5.3504, 1.2340, -0.8471], [-3.8693, 0.3839, -1.1015], [-4.6934, 2.6864, 0.7026], [-3.4732, 1.5283, 1.1083], [-2.7111, 4.0192, 0.4115], [-1.8260, 2.6657, -0.3335], [-5.0292, 4.3563, -0.9328], [-4.5087, 4.8879, -2.5594], [-3.6305, 5.4867, -1.1209], [0.4643, -0.8568, 0.4317], [-0.4832, 0.1496, -0.2320], [-1.3555, -0.2800, -1.0519], [-0.2722, 1.3871, -0.0018], [1.5240, -0.7192, 0.2309], [0.1870, -1.8958, 0.2444], [0.2843, -0.7947, 1.5176], [-0.5820, -3.3639, -2.9102], [-0.1194, -4.6674, -2.4949], [1.1481, -5.2958, -3.1825], [1.5174, -6.6000, -2.6597], [0.7870, -5.2442, -4.7196], [1.5440, -6.0586, -5.6497], [2.2335, -4.1461, -3.1436], [2.7824, -3.5910, -1.9353], [-0.2016, -3.0654, -3.8880], [-0.2553, -2.5864, -2.2210], [-1.6691, -3.3543, -2.8917], [0.8858, -6.7885, -6.1092], [2.3869, -6.5521, -5.1584], [1.9922, -5.3828, -6.3827], [2.9041, -4.3742, -1.1790], [2.2304, -2.7314, -1.5569], [3.8001, -3.2307, -2.0907], [-3.2341, -5.1387, -5.9475], [-2.7550, -4.3767, -7.0735], [-2.1443, -2.9468, -6.9401], [-2.2660, -2.1324, -8.1451], [-2.8593, -2.3602, -5.6661], [-2.3935, -1.1278, -5.1706], [-0.6573, -3.2179, -6.4433], [0.4496, -2.4343, -6.9475], [-4.2942, -5.3541, -6.0714], [-3.0896, -4.6009, -5.0153], [-2.6931, -6.0824, -5.9556], [-1.6234, -1.3318, -4.4360], [-3.2202, -0.6155, -4.7069], [-1.9328, -0.5004, -5.9419], [0.8482, -1.8034, -6.1491], [0.1981, -1.8800, -7.8493], [1.2494, -3.1328, -7.2163], [1.2347, 0.7421, -3.0887], [2.4908, 1.0654, -3.6855], [3.6160, -0.0202, -3.5094], [3.8806, -0.4083, -2.1346], [3.1085, -1.1930, -4.4685], [4.0280, -2.2189, -4.8577], [4.8557, 0.5472, -4.3000], [4.6512, 1.3957, -5.4216], [0.3721, 1.1964, -3.5871], [1.2764, 1.1468, -2.0827], [0.9227, -0.3037, -3.1599], [3.4443, -3.0599, -5.2241], [4.6955, -2.5189, -4.0506], [4.6567, -1.9038, -5.7001], [5.0968, 0.9240, -6.3002], [5.1241, 2.3604, -5.2691], [3.5901, 1.5058, -5.6334], [-4.9077, 1.4198, 3.5870], [-3.5424, 1.3599, 4.0086], [-2.7047, 2.6891, 4.1293], [-2.9286, 3.6397, 3.0425], [-2.9984, 3.2108, 5.5795], [-3.7260, 4.4110, 5.8223], [-1.2501, 2.1867, 4.3009], [-0.6798, 1.3560, 3.2594], [-5.0998, 0.6381, 2.8616], [-5.1021, 2.3965, 3.1273], [-5.5628, 1.3594, 4.4557], [-3.0507, 5.1712, 6.2210], [-4.4381, 4.1988, 6.6181], [-4.2042, 4.8060, 4.9304], [-0.1369, 0.5448, 3.7456], [0.0157, 1.9208, 2.6457], [-1.4521, 0.9047, 2.6360], [-2.5659, -3.0701, 1.5108], [-2.7281, -2.9930, 2.8962], [-1.7076, -2.3195, 3.5378], [-2.0157, -1.9829, 4.9760], [-2.3663, -3.1068, 5.7151], [-2.5269, -2.8518, 7.0603], [-2.9614, -4.1050, 7.7863], [-4.2085, -4.6132, 7.4596], [-5.2823, -3.8138, 7.8748], [-2.3878, -2.0879, 1.0419], [-3.3407, -3.6422, 1.0246], [-1.5913, -3.5732, 1.3545], [-1.4710, -1.4038, 2.9757], [-0.7640, -2.9021, 3.5691], [-2.7514, -1.1518, 4.9712], [-1.1187, -1.4836, 5.3930], [-3.2189, -2.0222, 7.2981], [-1.5932, -2.5229, 7.5559], [-2.8512, -3.9384, 8.8702], [-2.2336, -4.8768, 7.5213], [-5.2677, -2.8367, 7.3776], [-5.2578, -3.6435, 8.9636], [-6.2013, -4.3415, 7.6408], [3.0775, 0.2264, 3.0240], [3.7825, 0.8580, 4.0663], [3.7527, 2.2333, 3.9509], [4.8668, 2.8283, 4.7712], [6.1254, 2.4553, 4.3801], [7.0820, 2.9831, 5.2602], [8.4515, 2.5559, 4.7877], [8.6258, 2.9651, 3.4565], [9.8166, 2.4506, 2.9128], [3.7242, 0.1734, 2.1335], [2.2441, 0.8278, 2.6378], [2.7463, -0.7634, 3.3150], [2.8743, 2.7139, 4.4152], [3.8311, 2.5994, 2.9205], [4.7078, 2.5126, 5.8208], [4.6958, 3.9185, 4.8420], [6.9117, 2.5656, 6.2637], [6.9890, 4.0779, 5.2692], [8.4697, 1.4590, 4.8807], [9.2331, 3.0064, 5.4125], [9.9478, 2.9454, 1.9491], [9.7521, 1.3715, 2.7519], [10.6871, 2.7297, 3.5208]],
  "lowdin_charge": [-0.1144, -0.2280, -0.1789, -0.1370, -0.2686, -0.0752, -0.1320, -0.1498, -0.1093, 0.0206, 0.0698, 0.0779, 0.0818, 0.1096, 0.1096, 0.1085, 0.1281, 0.1230, 0.1478, 0.1274, 0.1230, 0.1131, 0.1021, 0.1069, 0.1059, 0.1261, 0.1016, 0.1142, 0.1126, 0.0948, -0.0165, -0.7229, -0.0891, -0.1085, 0.0714, 0.0565, 0.0495, -0.0781, -0.1852, 0.3105, -0.2132, -0.2291, -0.0663, -0.2271, -0.0679, 0.0645, 0.0666, 0.0934, 0.0896, 0.0859, 0.0760, 0.0971, 0.0764, 0.0724, -0.0617, -0.1853, 0.3169, -0.2205, -0.2147, -0.0934, -0.2230, -0.0688, 0.0898, 0.0764, 0.0912, 0.0686, 0.0858, 0.0959, 0.0799, 0.0828, 0.0793, -0.0948, -0.2105, 0.3337, -0.2031, -0.2231, -0.0928, -0.1941, -0.0921, 0.0778, 0.0811, 0.0850, 0.0765, 0.0884, 0.0892, 0.0902, 0.0911, 0.0808, -0.0855, -0.2186, 0.2972, -0.2188, -0.1891, -0.0894, -0.1774, -0.0715, 0.0900, 0.0748, 0.0923, 0.0906, 0.0881, 0.0798, 0.0830, 0.0835, 0.0686, -0.0992, -0.1572, -0.2364, -0.2103, -0.0821, -0.2419, -0.2278, -0.1621, -0.1119, 0.0783, 0.0872, 0.0927, 0.0957, 0.1399, 0.1270, 0.1323, 0.1237, 0.1334, 0.1273, 0.1333, 0.0821, 0.0915, 0.0875, -0.1048, -0.1509, -0.2413, -0.2552, -0.0995, -0.2049, -0.2231, -0.1746, -0.1158, 0.0982, 0.0660, 0.0879, 0.1299, 0.1354, 0.1312, 0.1317, 0.1319, 0.1321, 0.1329, 0.1279, 0.0874, 0.0910, 0.0866]
}


No. 3
{
  "formula": "C28H84O28",
  "method": "the ωB97M-V functional and the def2-TZVPD basis",
  "gap_ev": 9.82,
  "relative_energy_kj_mol": 800.52,
  "energy_ev": -87715.107,
  "charge": 0,
  "e_lumo_ha": -0.0032,
  "elements": ["C", "C", "O", "O", "H", "H", "H", "H", "H", "H", "C", "C", "O", "O", "H", "H", "H", "H", "H", "H", "C", "C", "O", "O", "H", "H", "H", "H", "H", "H", "C", "C", "O", "O", "H", "H", "H", "H", "H", "H", "C", "C", "O", "O", "H", "H", "H", "H", "H", "H", "C", "C", "O", "O", "H", "H", "H", "H", "H", "H", "C", "C", "O", "O", "H", "H", "H", "H", "H", "H", "C", "C", "O", "O", "H", "H", "H", "H", "H", "H", "C", "C", "O", "O", "H", "H", "H", "H", "H", "H", "C", "C", "O", "O", "H", "H", "H", "H", "H", "H", "C", "C", "O", "O", "H", "H", "H", "H", "H", "H", "C", "C", "O", "O", "H", "H", "H", "H", "H", "H", "C", "C", "O", "O", "H", "H", "H", "H", "H", "H", "C", "C", "O", "O", "H", "H", "H", "H", "H", "H"],
  "coordinates": [[3.5072, 5.0829, 4.6810], [2.8123, 5.3312, 5.9982], [1.3907, 5.4125, 5.7931], [3.5211, 6.3780, 4.0552], [3.1142, 4.3102, 4.0203], [4.5384, 4.7778, 4.8589], [3.1098, 6.3164, 6.3574], [2.9004, 4.5218, 6.7230], [1.2605, 6.1440, 5.1852], [2.6264, 6.6518, 3.8403], [-7.6189, -4.0477, 1.8740], [-7.6865, -5.0648, 3.0752], [-7.3003, -6.3260, 2.5769], [-6.2686, -3.6987, 1.4912], [-8.1883, -3.1383, 2.0658], [-8.1455, -4.5292, 1.0500], [-8.6672, -5.1693, 3.5394], [-6.9842, -4.9320, 3.8982], [-6.3451, -6.3459, 2.6706], [-6.2737, -3.3999, 0.5789], [3.2588, 6.0996, -4.5838], [3.9144, 6.3873, -3.2551], [4.4007, 5.2979, -2.5843], [1.9335, 5.6567, -4.3284], [3.8433, 5.3638, -5.1361], [3.1216, 6.9887, -5.1992], [3.1273, 6.8536, -2.6625], [4.7283, 7.1113, -3.2917], [3.6606, 4.7012, -2.4510], [1.3917, 6.0410, -5.0215], [11.7137, 1.7296, -1.0000], [10.5887, 0.8138, -0.3918], [9.8319, 0.0904, -1.4171], [11.2748, 2.9455, -1.5398], [12.2636, 1.1831, -1.7662], [12.4035, 2.0101, -0.2040], [9.8542, 1.3817, 0.1792], [10.9332, 0.1674, 0.4154], [9.7095, 0.6451, -2.1910], [10.5269, 2.7286, -2.1013], [-7.9528, 5.7597, 0.0420], [-7.6904, 4.4970, 0.8930], [-8.8579, 4.5801, 1.6987], [-7.9647, 6.9983, 0.7531], [-8.9464, 5.8005, -0.4043], [-7.1300, 5.6502, -0.6644], [-6.7687, 4.7026, 1.4374], [-7.4584, 3.5798, 0.3516], [-8.7686, 5.4693, 2.0494], [-8.8915, 7.2328, 0.8401], [-2.4010, -6.6573, -3.4360], [-3.1800, -6.5583, -4.7796], [-4.2956, -5.6891, -4.6234], [-3.2844, -7.1132, -2.3859], [-2.1981, -5.6189, -3.1738], [-1.4821, -7.2227, -3.5904], [-3.5163, -7.5359, -5.1247], [-2.5618, -6.1391, -5.5735], [-5.0897, -6.1446, -4.9124], [-4.0265, -6.5104, -2.2995], [2.0674, -8.6165, 1.9719], [3.3767, -9.1018, 2.6587], [3.1969, -10.0996, 3.5500], [1.4293, -9.7474, 1.4612], [2.2537, -7.9560, 1.1251], [1.5308, -8.0712, 2.7483], [3.8339, -8.2707, 3.1957], [4.1743, -9.2381, 1.9284], [2.5904, -10.7362, 3.1647], [0.5948, -9.4368, 1.1025], [6.4080, -6.1193, -4.1189], [5.9324, -6.0354, -2.6712], [6.8890, -5.4884, -1.8456], [7.0474, -7.3538, -4.3882], [7.0774, -5.2826, -4.3189], [5.6038, -5.9916, -4.8434], [5.7163, -7.0720, -2.4127], [5.0518, -5.3930, -2.6708], [7.1155, -4.5809, -2.0620], [7.7722, -7.3438, -5.0176], [-0.2822, 0.6606, -0.3580], [0.9067, -0.0096, 0.3875], [2.1908, 0.4362, -0.0521], [-0.0126, 2.0559, -0.5038], [-1.0969, 0.5346, 0.3551], [-0.3762, 0.1461, -1.3143], [0.9123, -1.0996, 0.3900], [0.8506, 0.1782, 1.4597], [2.7692, 0.0634, 0.6172], [0.3729, 2.3122, -1.3448], [-0.9163, 10.9090, 1.6484], [-1.4822, 9.6229, 1.0434], [-0.8894, 8.4874, 1.6521], [-1.2962, 11.0151, 3.0637], [-1.0696, 11.8195, 1.0691], [0.1720, 10.9234, 1.7087], [-1.3765, 9.5700, -0.0402], [-2.5411, 9.5240, 1.2822], [-0.9785, 7.6723, 1.1529], [-2.1355, 10.5555, 3.1403], [0.0622, -1.4310, -8.6220], [0.1854, -0.9895, -7.1486], [1.3081, -1.5548, -6.4563], [-1.0143, -0.7627, -9.3173], [-0.0729, -2.5074, -8.7269], [1.0171, -1.1795, -9.0836], [-0.7243, -1.2833, -6.6248], [0.0739, 0.0936, -7.0973], [1.4423, -1.1053, -5.6188], [-1.8223, -1.2810, -9.3083], [-7.8874, 0.8180, -6.3288], [-6.5061, 0.8916, -5.6723], [-6.4701, -0.0707, -4.6833], [-8.1590, -0.4531, -6.9160], [-7.9922, 1.5937, -7.0873], [-8.6704, 1.0539, -5.6081], [-6.2822, 1.8146, -5.1376], [-5.6836, 0.6842, -6.3568], [-6.7375, -0.8572, -5.1645], [-9.0912, -0.4234, -7.1436], [5.4863, -2.6500, 7.2200], [4.8664, -1.5640, 6.3720], [5.5551, -1.3236, 5.2044], [6.8803, -2.4482, 7.4121], [5.3085, -3.6572, 6.8431], [5.0525, -2.5900, 8.2181], [4.7810, -0.6060, 6.8848], [3.7997, -1.7502, 6.2472], [6.4704, -1.3874, 5.4870], [6.9917, -1.6722, 7.9660], [-5.0242, 0.8050, 8.0424], [-5.3908, 0.0927, 6.7082], [-4.3535, -0.7827, 6.1974], [-5.1660, -0.1588, 9.0426], [-5.8164, 1.5355, 8.2065], [-4.0609, 1.3148, 8.0592], [-5.5866, 0.9010, 6.0035], [-6.3573, -0.3680, 6.9123], [-4.6817, -0.9669, 5.3142], [-4.4308, -0.7686, 8.9470]],
  "lowdin_charge": [-0.2244, -0.2319, -0.0781, -0.0765, 0.1207, 0.1163, 0.1211, 0.1197, 0.0626, 0.0702, -0.2129, -0.2284, -0.0817, -0.0796, 0.1028, 0.1105, 0.1146, 0.1143, 0.0831, 0.0775, -0.2423, -0.2982, -0.0344, -0.0762, 0.1188, 0.1182, 0.1177, 0.1250, 0.0917, 0.0797, -0.2503, -0.1917, -0.0869, -0.0584, 0.1147, 0.1156, 0.1075, 0.1110, 0.0631, 0.0754, -0.2544, -0.2169, -0.0790, -0.0645, 0.1219, 0.1091, 0.1137, 0.1215, 0.0649, 0.0838, -0.2074, -0.2439, -0.0768, -0.0823, 0.1095, 0.1183, 0.1157, 0.1091, 0.0853, 0.0722, -0.2462, -0.3067, -0.0244, -0.0605, 0.1151, 0.1146, 0.1161, 0.1115, 0.0883, 0.0920, -0.2538, -0.2705, -0.0497, -0.0657, 0.1136, 0.1091, 0.1269, 0.1141, 0.0915, 0.0845, -0.2125, -0.2531, -0.0757, -0.0687, 0.1155, 0.1140, 0.1089, 0.1077, 0.0806, 0.0834, -0.2034, -0.2465, -0.0722, -0.0783, 0.1084, 0.1136, 0.1165, 0.1120, 0.0850, 0.0651, -0.2242, -0.2503, -0.0659, -0.0730, 0.1167, 0.1163, 0.1061, 0.1140, 0.0808, 0.0795, -0.2421, -0.2650, -0.0624, -0.0647, 0.1110, 0.1178, 0.1239, 0.1175, 0.0766, 0.0872, -0.2356, -0.2998, -0.0402, -0.0676, 0.1260, 0.1159, 0.1118, 0.1207, 0.0780, 0.0907, -0.2536, -0.2320, -0.0670, -0.0660, 0.1164, 0.1196, 0.1064, 0.1147, 0.0745, 0.0871]
}